No. 1
Density functional theory data (wB97M-V/def2-TZVPD) for a single C4H5IOS molecule in a non-equilibrium geometry.

For the LUMO energy, the calculation gives 0.0 eV. As for the HOMO energy: -9.59 eV. Its SMILES is O=C1SCC[C@@H]1I. Its relative energy (zero: lowest compared OMol25 entry of this formula, charge and spin) is 0.718 eV. For the orbital gap, the calculation gives 0.352 Ha.

Last column: Löwdin charge in e.
Cartesian coordinates (Å):
O1 1.674538 -2.221175 0.127153  0.0294
C1 0.763201 -1.483663 0.162369  -0.7212
S1 -1.020349 -1.786312 -0.179603  0.9153
C2 -1.529457 0.002353 -0.345067  -0.4121
C3 -0.191969 0.834177 -0.268504  -0.3510
C4 0.875237 0.109648 0.455228  -0.6828
I1 2.924238 0.877539 0.057507  0.7653
H1 -1.882783 0.308031 0.606444  0.0490
H2 -2.095948 0.250641 -1.216136  0.0703
H3 0.175480 1.080859 -1.255926  0.0830
H4 -0.516853 1.835938 0.256457  0.1510
H5 0.824660 0.191969 1.600080  0.1039

Cartesian forces (eV/Å) of the 6 atoms listed first:
O 0.2 -1.1 0.2
C -1.1 3.3 -0.5
S 0.4 0.3 -0.3
C 3.2 -0.5 1.3
C -1.4 2.1 -0.1
C 1.2 -1.5 2.1

No. 2
Density functional theory data (wB97M-V/def2-TZVPD) for 5 unconnected molecules or ions with the total composition C2H17N2O4 in a non-equilibrium geometry.

The charge is +1. For the LUMO energy, the calculation gives -2.9 eV. As for the HOMO energy: -12.95 eV. Its relative energy (zero: lowest compared OMol25 entry of this formula, charge and spin) is 0.495 eV. For the orbital gap, the calculation gives 0.369 Ha.

Last column: Löwdin charge in e.
Cartesian coordinates (Å):
C1 -0.263096 -1.037741 -0.479011  -0.2647
N1 -1.020186 -2.251514 -0.484260  0.0003
C2 -1.128144 0.194390 -0.182515  -0.1613
N2 -0.336948 1.429274 -0.075759  0.1778
H1 0.159814 -0.905831 -1.469474  0.1209
H2 0.569727 -1.147786 0.216132  0.1169
H3 -1.789036 -2.433695 -1.113588  0.0975
H4 -1.268775 -2.669568 0.400972  0.0958
H5 -1.751144 0.067647 0.697156  0.1105
H6 -1.866323 0.236282 -0.985843  0.1386
H7 -0.949616 2.172151 0.265297  0.1290
H8 0.453866 1.354896 0.583751  0.1040
H9 -0.050044 1.651227 -1.027464  0.1292
H10 -2.673395 1.500516 2.194067  0.0512
H11 -2.591382 3.138728 2.091931  0.0645
O1 -2.185632 2.284187 1.946469  -0.0319
H12 1.858454 0.255884 2.302937  0.0695
H13 2.648490 1.504011 1.862844  0.0748
O2 1.848362 0.997560 1.689274  -0.0322
H14 0.758454 -3.444819 -0.630176  -0.0241
H15 2.189616 -3.965595 -0.205280  0.0278
O3 1.292405 -4.220133 -0.422026  -0.0596
H16 1.668394 2.451310 -2.537927  0.0448
H17 2.507036 1.160554 -2.597345  0.0600
O4 1.919114 1.678063 -2.040159  -0.0394

Cartesian forces (eV/Å) of the 6 atoms listed first:
C -0.6 0.2 -0.1
N -0.2 -1.2 0.4
C -0.6 -1.3 0.2
N -0.9 0.5 -0.6
H 0.3 0.1 -0.2
H 0.0 0.1 0.1